This record from OMol25 describes a single C5H6O molecule at a distorted geometry. The level of theory is ωB97M-V/def2-TZVPD.

Geometry (Å):
C -0.519 -1.657 0.464
C -0.044 -0.322 -0.016
C -0.191 0.891 0.793
C 0.223 1.883 -0.085
O 0.642 1.383 -1.259
C 0.541 0.026 -1.180
H -0.716 -1.661 1.543
H -1.476 -1.850 -0.032
H 0.168 -2.470 0.220
H 0.671 0.334 1.275
H 0.228 2.969 -0.055
H 0.951 -0.535 -2.001

Summary:
HOMO-LUMO gap in Ha: 0.352
SMILES: Cc1ccoc1
Largest force on an atom in eV Å⁻¹: 2.7
HOMO level in eV: -8.669
E_LUMO in eV: 0.9

Atom charges from the Löwdin analysis, given in e for atoms 1 to 8:
1. C -0.0496
2. C -0.3497
3. C -0.0732
4. C -0.1118
5. O 0.0118
6. C -0.0811
7. H 0.0824
8. H 0.0854